Formula: C2H7NO3
Source: OMol25
Level of theory: ωB97M-V with the def2-TZVPD basis set

Each line ends with the Löwdin charge.
Element x y z (Å)
1 C 3.544 -0.237 0.612  -0.21
2 C 2.514 -0.565 -0.403  -0.20
3 N 3.132 0.763 -0.383  -0.05
4 H 3.221 -0.080 1.643  0.09
5 H 4.565 -0.610 0.531  0.09
6 H 1.482 -0.688 -0.074  0.09
7 H 2.802 -1.144 -1.277  0.09
8 H 2.535 1.468 0.054  0.08
9 O -3.166 -1.093 0.030  0.02
10 O -2.215 -0.094 -0.165  -0.14
11 O -2.841 1.202 0.143  0.00
12 H -3.419 -0.651 0.787  0.04
13 H -3.679 1.056 -0.289  0.08

Calculated values
gap between HOMO and LUMO	10.249	eV
spin multiplicity	1
structure (SMILES)	C1CN1.OOO
total charge	0
molar mass	93.08	g mol⁻¹